The ion C4H7N2 with charge +1, computed with the ωB97M-V functional and the def2-TZVPD basis.

Geometry (Å):
C -0.9642 1.0725 0.0134
C -0.0655 -0.0099 0.3859
N -0.6414 -1.4992 0.7818
N 1.0519 -0.1515 -0.2241
C 2.3104 -0.8138 -0.1952
C 2.2411 0.4468 -0.5711
H -1.2194 1.6976 0.9064
H -0.4458 1.6932 -0.7452
H -1.7585 0.6300 -0.4314
H -1.4184 -1.4262 1.5210
H 0.0657 -2.1798 1.1180
H 2.8947 -1.6593 -0.0306
H 2.4651 1.4082 -0.9536

Output
Lowest unoccupied orbital energy ... -4.26 eV
Total charge ... +1
Maximum force ... 6.6 eV/A
Kohn-Sham gap ... 0.3585 hartree
Energy above the lowest of the compared OMol25 structures with the same formula, charge and spin ... 551.4 kJ/mol
SMILES ... CC(=[NH2+])N1C=C1

Population analysis type Mulliken, resulting atomic charges in e:
1 C -0.979
2 C 0.541
3 N -0.547
4 N -0.051
5 C -0.180
6 C -0.081
7 H 0.317
8 H 0.295
9 H 0.343
10 H 0.296
11 H 0.246
12 H 0.400
13 H 0.400